[1]
Formula: C4H4O
Source: OMol25
Level of theory: ωB97M-V with the def2-TZVPD basis set

Output
- HOMO (alpha / beta): -9.88 / -9.58 eV
- E: -6252.98593 eV
- Maximum force: 0.081 hartree/bohr
- Frontier orbital gap (alpha / beta): 8.533 / 8.592 eV

Atoms and positions in Å:
1 C -0.4886 0.5989 1.1217
2 C -0.1233 -0.8116 -0.6888
3 C 0.3010 -0.4982 0.6583
4 C -0.4506 0.5648 -0.3531
5 O -0.8533 1.1217 2.1379
6 H 0.6862 -0.8750 -1.3473
7 H -1.0221 -1.5397 -0.7398
8 H 1.4410 -0.4966 0.8067
9 H 0.5098 1.9358 -1.5956

Forces on the atoms, in the same order (eV/Å):
C -1.553 -0.495 0.725
C -3.637 -2.034 0.082
C 3.936 0.496 0.765
C 1.301 2.999 -0.632
O 0.476 0.289 -1.137
H 0.721 -0.693 -1.312
H 1.743 1.098 -0.534
H -1.798 0.005 0.314
H -1.190 -1.666 1.728

=====

[2]
Formula: C3H12N2O2
Source: OMol25
Level of theory: ωB97M-V with the def2-TZVPD basis set

Output
- HOMO: -8.10 eV
- E: -10379.98524 eV
- Maximum force: 0.028 hartree/bohr
- Frontier orbital gap: 8.847 eV

Atoms and positions in Å:
1 C -2.3934 0.5246 -0.0540
2 C -1.1432 -0.2610 -0.3331
3 N -0.4919 -0.1512 -1.5808
4 C -0.5606 -0.9371 0.6688
5 N 0.7901 -1.4141 0.7393
6 H -2.8669 0.2287 0.8831
7 H -1.9926 1.5095 0.2480
8 H -2.9824 0.6331 -0.9633
9 H -0.9918 0.5188 -2.1521
10 H 0.4532 0.2515 -1.5152
11 H -1.1397 -1.0789 1.5804
12 H 1.0962 -1.4102 1.7046
13 H 0.9482 -2.3132 0.3009
14 O 0.4806 1.4808 1.8290
15 H 0.3018 0.6903 1.2846
16 H 0.4632 2.1836 1.1867
17 O 2.4970 0.3055 -1.3891
18 H 2.0585 0.4701 -0.5611
19 H 3.0947 -0.4517 -1.3593

Forces on the atoms, in the same order (eV/Å):
C 1.233 0.554 0.116
C 1.051 -0.814 0.605
N -0.243 1.334 -0.026
C -0.577 -0.382 0.596
N -0.118 0.283 -0.453
H -0.503 -0.487 -0.577
H -0.308 0.086 -0.529
H -0.540 -0.085 0.414
H -0.163 -0.112 -0.238
H -0.249 -0.907 -0.069
H 0.014 0.218 -0.087
H 0.038 -0.337 -0.193
H -0.008 0.037 0.094
O 0.172 -0.407 0.018
H -0.109 0.329 0.340
H 0.037 0.607 -0.201
O 0.369 0.527 -1.306
H 0.377 -0.639 0.907
H -0.475 0.194 0.587

=====

[3]
Formula: C12H23N2O3P2Zn
Source: OMol25
Level of theory: ωB97M-V with the def2-TZVPD basis set

Output
- HOMO: -8.93 eV
- Net charge: +1
- E: -88929.16099 eV
- Maximum force: 0.045 hartree/bohr
- Frontier orbital gap: 5.536 eV

Atoms and positions in Å:
1 Zn -0.3897 -0.0982 0.7165
2 P -2.1121 1.3456 0.3289
3 C -1.7021 2.3311 -1.0848
4 C -0.3775 2.1853 -1.5833
5 N 0.4662 1.3260 -0.8868
6 C 1.7624 1.1944 -1.1669
7 C 2.3040 1.9954 -2.1847
8 C 1.4764 2.7549 -3.0319
9 C 0.1204 2.8122 -2.7515
10 C 2.6877 0.2406 -0.3386
11 P 1.7681 -1.1724 0.4276
12 H -0.6145 3.2664 -3.4252
13 H 3.3769 1.9652 -2.3229
14 H 1.9180 3.2659 -3.9023
15 H 3.5432 -0.0883 -0.9651
16 H 3.1375 0.8439 0.4791
17 H -1.7243 -1.6310 -2.5439
18 H -2.3491 3.1214 -1.4773
19 H -2.4777 -5.5541 -0.0539
20 O -0.9455 -1.2575 -2.1023
21 H -0.2326 -1.7146 -2.6102
22 H -0.3336 -1.5840 2.6793
23 O -1.5226 -5.6919 0.0160
24 H -1.3903 -6.0693 0.8777
25 C 2.2962 -2.6271 -0.5247
26 H 3.3811 -2.7589 -0.4767
27 H 1.8389 -3.5257 -0.1072
28 H 2.0092 -2.5286 -1.5699
29 C 2.7086 -1.5804 1.9549
30 H 2.1228 -2.3238 2.5160
31 H 3.6900 -2.0269 1.7280
32 H 2.8549 -0.6897 2.5798
33 C -1.9814 2.6814 1.5185
34 H -2.8442 3.3290 1.3234
35 H -1.9958 2.3264 2.5369
36 H -1.0482 3.2163 1.3283
37 C -3.8281 0.8059 0.7134
38 H -3.8344 0.5413 1.7819
39 H -4.5920 1.5854 0.5428
40 H -4.0577 -0.1160 0.1633
41 O -1.1995 0.7113 4.5286
42 C -1.0563 -0.1069 3.7201
43 N -0.8530 -0.6999 2.6489

Forces on the atoms, in the same order (eV/Å):
Zn 0.454 0.760 -2.157
P -0.571 1.430 -0.801
C 0.400 -0.924 -0.801
C -0.850 -1.037 0.954
N 0.023 -0.822 1.184
C 0.524 1.237 -1.313
C 0.696 -1.046 0.640
C -0.761 0.038 0.321
C 0.516 0.230 -0.660
C -0.405 1.000 -0.264
P 1.336 0.143 0.059
H 0.489 0.062 0.313
H 0.000 0.009 -0.249
H -0.365 -0.290 0.514
H -0.629 -0.012 0.335
H -0.319 -0.355 -0.270
H -0.057 0.306 0.304
H 0.133 -0.500 0.156
H 0.270 -0.114 -0.004
O 0.623 -0.990 -0.755
H -0.557 0.687 0.645
H -0.515 0.208 0.379
O -0.306 0.499 -0.530
H 0.052 -0.360 0.557
C -0.447 -0.244 -0.439
H -0.131 0.288 0.075
H -0.097 0.032 -0.112
H -0.065 -0.109 -0.030
C -0.202 0.215 0.317
H 0.255 0.169 -0.029
H -0.393 0.262 -0.025
H -0.072 -0.259 -0.076
C 0.202 0.162 0.808
H 0.288 0.066 0.187
H -0.195 0.162 0.625
H -0.213 0.021 0.070
C -0.042 -0.289 -0.409
H 0.043 0.165 -0.248
H 0.415 -0.372 -0.059
H -0.172 0.369 0.013
O -0.220 -1.632 -0.557
C 0.468 2.165 0.096
N 0.396 -1.329 1.237

=====

[4]
Formula: C5H15NO
Source: OMol25
Level of theory: ωB97M-V with the def2-TZVPD basis set

Output
- HOMO (alpha / beta): 1.30 / -5.72 eV
- Net charge: -1
- 2S+1: 2
- E: -8964.49558 eV
- Expectation value of S²: 0.75
- Maximum force: 0.009 hartree/bohr
- Frontier orbital gap (alpha / beta): 2.661 / 9.533 eV

Atoms and positions in Å:
1 C -1.3714 -1.1539 -0.1473
2 C -0.5100 -0.7196 -1.3173
3 C -0.6227 -1.6907 -2.4895
4 N -1.3239 -0.1844 0.9608
5 H -2.4022 -1.3256 -0.4795
6 H -0.9954 -2.1028 0.2425
7 H 0.5321 -0.6545 -1.0027
8 H -0.8271 0.2776 -1.6356
9 H -0.2548 -2.6790 -2.2032
10 H -1.6558 -1.8014 -2.8256
11 H -0.0244 -1.3595 -3.3381
12 H 0.4987 -0.1358 1.5049
13 H -1.7825 0.6745 0.6396
14 H -1.9124 -0.5455 1.7159
15 C 1.9587 1.1811 1.7014
16 O 1.4902 -0.1358 1.4770
17 C 1.2143 2.2397 0.9026
18 H 3.0157 1.1727 1.4241
19 H 1.8961 1.4117 2.7734
20 H 1.7097 3.2092 1.0155
21 H 0.1820 2.3322 1.2390
22 H 1.1851 1.9898 -0.1580

Forces on the atoms, in the same order (eV/Å):
C 0.036 0.042 0.331
C -0.133 -0.085 -0.169
C 0.049 -0.050 0.098
N 0.152 -0.179 -0.212
H -0.008 -0.014 -0.093
H -0.040 -0.048 -0.066
H 0.012 0.099 0.061
H 0.070 0.030 0.002
H -0.021 -0.025 0.006
H -0.024 0.026 0.010
H 0.031 0.034 -0.085
H 0.215 0.065 -0.225
H -0.057 0.021 0.171
H -0.095 0.099 0.048
C -0.196 -0.421 -0.035
O -0.145 0.141 0.047
C 0.026 0.047 0.071
H 0.040 0.067 0.048
H 0.067 0.162 0.001
H -0.050 0.022 -0.003
H -0.012 0.024 0.030
H 0.084 -0.056 -0.034

=====

[5]
Formula: C2H11O4
Source: OMol25
Level of theory: ωB97M-V with the def2-TZVPD basis set

Output
- HOMO: -4.35 eV
- Net charge: -1
- E: -10443.56491 eV
- Maximum force: 0.034 hartree/bohr
- Frontier orbital gap: 8.403 eV

Atoms and positions in Å:
1 C -0.2712 1.2533 0.6125
2 O 0.0028 -0.0648 0.4188
3 C -1.0535 2.0268 -0.5182
4 H -0.9304 1.4198 1.5007
5 H 0.6111 1.8772 0.8466
6 H -0.7525 3.0662 -0.3543
7 H -0.6608 1.8096 -1.5084
8 H -2.1179 1.9070 -0.3705
9 H -1.3285 -2.3651 -1.0369
10 H -1.0513 -0.9703 -0.3896
11 O -1.7266 -1.4837 -0.9693
12 H 1.7051 0.2689 -0.6829
13 H 1.3366 -0.1212 -2.0146
14 O 2.0112 0.4241 -1.5820
15 H 1.1104 -2.4139 1.5641
16 H 0.4931 -1.0180 1.6598
17 O 0.8993 -1.7612 2.2210

Forces on the atoms, in the same order (eV/Å):
C -1.082 0.783 0.229
O 0.317 -0.256 -0.319
C 1.510 0.027 0.918
H 0.177 -0.129 0.027
H 0.325 -0.212 -0.164
H -0.487 0.255 0.032
H -0.362 -0.457 -0.162
H -0.249 -0.116 -0.510
H -0.247 0.351 0.017
H -0.428 0.108 -0.304
O 0.662 -0.304 0.260
H -0.347 0.110 0.868
H 0.195 0.275 -0.200
O -0.047 -0.419 -0.647
H 0.155 -0.400 -0.382
H 0.238 -0.273 0.018
O -0.331 0.656 0.319

=====

[6]
Formula: C36H33N5NaO9PS
Source: OMol25
Level of theory: ωB97M-V with the def2-TZVPD basis set

Output
- HOMO: -3.35 eV
- Net charge: -2
- E: -88290.13854 eV
- Maximum force: 0.012 hartree/bohr
- Frontier orbital gap: 6.946 eV

Atoms and positions in Å:
1 Na 0.1030 0.1215 -0.2072
2 O 7.2437 -0.2154 -1.1963
3 C 6.7042 -0.1634 -0.0735
4 O 7.2203 -0.1981 1.0614
5 C 5.1558 -0.0828 -0.0897
6 C 4.4537 -0.0154 -1.2822
7 C 3.0638 0.0484 -1.2551
8 N 2.3814 0.0583 -0.1150
9 C 3.0419 -0.0033 1.0369
10 C 4.4293 -0.0808 1.0912
11 C 2.1941 0.0065 2.2678
12 C 2.7567 0.1709 3.5344
13 C 1.9308 0.1670 4.6436
14 C 0.5670 0.0080 4.4655
15 C 0.0962 -0.1307 3.1694
16 N 0.8776 -0.1381 2.1006
17 C 2.2389 0.0932 -2.5006
18 C 2.8192 -0.0790 -3.7565
19 C 2.0151 -0.0540 -4.8806
20 C 0.6531 0.1430 -4.7283
21 C 0.1661 0.3063 -3.4428
22 N 0.9242 0.2816 -2.3583
23 H 5.0327 -0.0148 -2.1939
24 H 4.9881 -0.1481 2.0137
25 H 3.8222 0.3077 3.6422
26 H 2.3492 0.2932 5.6352
27 H -0.1209 0.0056 5.3002
28 H -0.9661 -0.2302 2.9742
29 H 3.8829 -0.2365 -3.8480
30 H 2.4499 -0.1905 -5.8639
31 H -0.0196 0.1646 -5.5750
32 H -0.8927 0.4740 -3.2750
33 C -4.4789 -1.9223 -1.5203
34 C -3.0790 -1.5551 -1.0398
35 P -2.8335 0.0415 -0.1370
36 C -3.8257 1.2055 -1.1845
37 C -3.5220 2.6759 -0.9033
38 C -3.9841 -0.2142 1.2903
39 C -4.0588 0.9849 2.2361
40 H -4.4569 -2.8647 -2.0728
41 H -4.8929 -1.1641 -2.1881
42 H -5.1780 -2.0481 -0.6909
43 H -2.3717 -1.5558 -1.8731
44 H -2.6878 -2.3225 -0.3675
45 H -4.8946 0.9930 -1.0648
46 H -3.5732 0.9773 -2.2251
47 H -3.6985 2.9303 0.1429
48 H -4.1465 3.3282 -1.5194
49 H -2.4798 2.8993 -1.1284
50 H -3.6001 -1.0893 1.8239
51 H -4.9836 -0.4774 0.9279
52 H -3.0732 1.4248 2.4000
53 H -4.4762 0.6973 3.2045
54 H -4.7010 1.7668 1.8253
55 O -1.0718 2.5704 2.0548
56 C -0.5441 3.0719 1.0647
57 N -0.0821 2.4132 -0.0139
58 S 0.4721 3.4129 -1.1513
59 O -0.3875 3.4204 -2.3170
60 O 1.8825 3.2640 -1.3996
61 C 0.1983 4.9222 -0.2526
62 C 0.4482 6.2358 -0.5976
63 C 0.1027 7.2145 0.3261
64 C -0.4741 6.8734 1.5483
65 C -0.7176 5.5452 1.8736
66 C -0.3691 4.5738 0.9508
67 H 0.8977 6.4898 -1.5485
68 H 0.2850 8.2574 0.0955
69 H -0.7323 7.6571 2.2507
70 H -1.1635 5.2515 2.8152
71 O -0.5430 -2.8907 -2.2580
72 C -0.1828 -3.0065 -1.0738
73 O -0.0869 -2.1271 -0.1891
74 C 0.0809 -4.4453 -0.5903
75 C 0.0244 -5.5061 -1.4847
76 C 0.2432 -6.8127 -1.0657
77 C 0.5119 -7.0809 0.2661
78 C 0.5580 -6.0085 1.1447
79 C 0.3568 -4.6985 0.7486
80 N 0.8209 -6.2947 2.5623
81 O 0.7750 -5.3774 3.3545
82 O 1.0346 -7.4549 2.8820
83 H -0.1941 -5.2676 -2.5179
84 H 0.2021 -7.6284 -1.7773
85 H 0.6828 -8.0831 0.6273
86 H 0.4058 -3.8710 1.4419

Forces on the atoms, in the same order (eV/Å):
Na -0.358 -0.348 0.398
O -0.014 0.087 -0.039
C 0.010 -0.232 -0.003
O -0.018 0.081 0.037
C -0.014 0.072 0.008
C 0.016 -0.010 0.011
C 0.049 0.014 0.031
N 0.359 0.001 -0.007
C 0.041 -0.013 -0.011
C 0.022 0.015 -0.033
C 0.068 0.001 0.077
C -0.016 -0.009 -0.008
C 0.027 -0.001 -0.011
C -0.023 -0.011 -0.011
C -0.115 -0.010 0.041
N 0.164 0.104 0.066
C 0.076 -0.031 -0.063
C -0.022 0.012 0.007
C -0.019 0.007 0.009
C 0.025 -0.006 -0.011
C -0.142 0.022 -0.051
N 0.293 0.008 -0.341
H 0.007 0.009 0.003
H -0.003 -0.007 -0.005
H 0.006 0.004 0.020
H 0.003 0.000 -0.003
H -0.002 0.001 0.004
H -0.013 0.016 0.008
H 0.006 -0.011 -0.014
H -0.003 -0.001 0.004
H 0.002 0.008 0.002
H -0.003 -0.012 -0.007
C -0.024 0.013 0.024
C -0.110 0.141 0.006
P -0.190 -0.189 -0.116
C -0.047 -0.038 0.026
C 0.014 0.023 0.006
C -0.026 -0.009 -0.001
C 0.000 0.020 0.023
H 0.020 -0.012 0.001
H 0.004 0.015 -0.009
H -0.023 0.012 0.014
H -0.017 0.001 0.040
H -0.003 -0.001 0.005
H 0.004 0.006 -0.016
H 0.008 -0.009 -0.003
H 0.011 0.006 0.010
H -0.010 0.012 -0.003
H -0.037 0.000 -0.013
H 0.040 0.007 -0.008
H 0.012 -0.019 0.020
H 0.004 -0.008 0.011
H -0.031 -0.002 0.002
H 0.017 0.008 -0.011
O 0.017 0.052 0.007
C -0.086 -0.018 0.155
N 0.083 0.557 -0.164
S 0.018 -0.016 -0.012
O 0.007 -0.030 0.003
O 0.008 -0.041 0.002
C -0.035 0.022 0.019
C 0.000 -0.009 0.004
C 0.014 0.039 -0.012
C -0.010 -0.001 0.032
C 0.021 -0.059 -0.041
C -0.050 0.012 0.040
H 0.004 -0.003 -0.010
H 0.001 0.000 0.000
H 0.001 0.002 -0.002
H -0.004 0.007 0.007
O 0.221 -0.037 -0.148
C -0.376 -0.079 0.162
O 0.031 -0.180 -0.103
C 0.126 0.040 -0.011
C 0.008 0.031 -0.023
C -0.002 -0.039 0.031
C -0.009 0.081 -0.099
C 0.054 -0.033 0.021
C -0.021 -0.003 -0.110
N -0.222 -0.072 0.113
O 0.081 0.052 0.001
O 0.089 -0.010 -0.004
H -0.006 0.000 0.003
H 0.001 0.002 0.001
H 0.002 0.002 0.017
H 0.009 -0.005 0.010